# 1
The following is a DFT calculation (ωB97M-V with the def2-TZVPD basis set) of C3H33HfO15 as an isolated structure in a non-equilibrium geometry.

Geometry as XYZ:
```
52
Properties=species:S:1:pos:R:3:forces:R:3:mulliken_charge:R:1
Hf -2.491090 20.885232 -4.699754 -1.838 -0.752 2.707 1.146
C -5.048108 22.795315 -5.449465 -0.337 -1.072 -0.661 -0.752
O -4.050695 21.817707 -5.370971 0.618 -0.147 -0.660 -0.835
H -5.588652 22.904653 -4.519031 -0.518 -0.494 0.068 0.215
H -5.665137 22.689538 -6.353458 -0.209 -0.338 0.608 0.252
H -4.528873 23.670494 -5.576859 1.025 2.629 -0.364 0.418
C -3.746570 19.432766 -2.197626 -1.853 0.676 0.500 0.163
O -3.739636 20.069710 -3.412195 1.329 0.646 -1.442 1.024
H -3.902339 20.229943 -1.425837 0.693 -0.842 -0.736 0.179
H -2.960635 18.772602 -1.973299 1.579 -0.382 0.226 -0.068
H -4.634469 18.806336 -2.269830 -0.308 -0.098 0.788 0.168
C 0.087468 19.233070 -4.741234 -2.389 -2.307 2.276 -0.751
O -0.895065 19.950649 -3.987719 0.874 1.253 -0.507 -0.686
H 0.796556 18.682739 -4.115101 -0.142 0.269 0.067 0.228
H 0.582497 19.795115 -5.436214 1.316 1.635 -1.817 0.363
H -0.591050 18.508575 -5.192217 1.004 -0.710 -0.770 0.249
O -4.445520 22.942901 -1.542714 -0.067 -0.392 -0.880 -0.546
H -4.085850 23.499702 -0.866557 0.710 0.485 1.107 0.277
H -5.378228 23.148144 -1.503233 -0.485 -0.243 -0.268 0.222
O -4.897936 16.895364 -5.260480 2.013 -0.337 -1.073 -0.633
H -4.049104 16.498256 -5.596944 -1.496 0.065 -0.180 0.314
H -4.632442 16.843844 -4.340917 -0.428 -0.018 0.907 0.413
O -5.008861 20.502382 0.519297 -0.136 0.362 1.280 -0.627
H -4.310400 20.327580 1.164271 -0.289 0.100 0.139 0.311
H -4.648345 20.140764 -0.272126 -0.074 -0.539 -0.607 0.186
O -3.135898 17.371045 0.047399 1.901 -0.708 1.526 -0.556
H -3.006280 16.705776 0.771213 -0.512 0.849 -1.105 0.242
H -4.029967 17.365046 -0.230751 -1.587 -0.153 -0.129 0.188
O -1.117306 16.662707 -2.524232 0.748 -1.034 -0.489 -0.622
H -0.909284 17.523754 -2.214237 0.689 1.277 0.736 0.272
H -2.013653 16.747264 -2.809543 -1.126 -0.188 -0.165 0.439
O -3.841726 16.212026 -2.802195 -0.369 -2.200 1.216 -0.757
H -4.491625 16.575088 -2.165938 0.325 -0.201 -0.180 0.277
H -3.726458 15.247689 -2.477767 -0.169 2.301 -0.910 0.289
O -0.657756 18.705147 -0.263433 1.606 1.264 -1.181 -0.590
H -0.119774 18.925977 0.493917 0.008 -0.130 0.281 0.303
H -1.419050 18.242359 0.001827 -1.637 -0.999 0.778 0.345
O -6.366404 20.129541 -3.840706 -0.698 -0.455 -0.783 -0.708
H -5.441148 20.090766 -3.612512 0.840 0.155 -0.201 0.009
H -6.784650 20.550918 -3.108216 -0.613 0.417 0.769 0.316
O -2.943261 23.016465 0.797935 -1.127 -0.013 -0.853 -0.625
H -2.734830 22.236768 0.259345 0.447 0.308 0.779 0.308
H -2.231781 23.339176 1.338515 0.745 -0.294 0.066 0.298
O -2.955578 19.200519 -5.834707 0.437 -2.195 -1.363 -0.327
H -2.857062 18.224045 -5.826299 -0.119 0.612 0.881 0.204
H -3.144325 19.336485 -6.752121 -0.708 0.498 -1.249 0.291
O -2.431512 22.333188 -3.180561 -0.297 1.110 1.254 -0.532
H -3.284776 22.381045 -2.656542 -0.085 0.224 -0.290 0.400
H -1.827033 22.861766 -2.662676 0.669 0.125 -0.021 0.333
O -6.096589 17.247781 -1.097237 0.726 0.564 -2.128 -0.583
H -6.614631 17.146596 -1.922552 0.375 0.337 0.417 0.308
H -6.628167 16.807547 -0.475981 -1.058 -0.926 1.635 0.250
```
Positions in Å, forces in eV/Å.

Molar mass (g mol⁻¹): 487.8
HOMO-LUMO gap (eV): 9.38
Total charge: +1
Energy (eV): -35661.5112

# 2
The following is a DFT calculation (ωB97M-V with the def2-TZVPD basis set) of a 14-piece molecular cluster, C3H33NO15 overall in a non-equilibrium geometry.

Geometry as XYZ:
```
52
Properties=species:S:1:pos:R:3:forces:R:3:nbo_charge:R:1
C 0.190862 0.161908 0.115431 -1.004 0.868 -0.828 -0.553
C -0.830811 0.788803 1.070502 -1.803 0.904 0.468 -0.079
O -1.692840 -0.312615 1.524224 0.515 1.129 -0.086 -0.815
C 1.585475 0.594781 0.272295 0.696 0.978 0.605 0.721
N 1.859257 1.935914 0.288941 0.779 -2.331 -0.268 -0.803
O 2.487395 -0.243156 0.476053 -0.209 0.428 -0.295 -0.721
H -0.149499 0.412653 -0.921848 0.415 -0.486 0.660 0.255
H 0.150553 -0.901727 0.257551 0.072 -0.391 -0.225 0.255
H -0.506684 1.288000 2.019559 0.500 -0.348 -1.078 0.210
H -1.463440 1.596396 0.527428 0.817 -1.565 0.924 0.200
H -1.207015 -0.677506 2.303523 -0.515 -0.167 -0.055 0.513
H 2.862493 2.059405 0.308904 -0.176 0.883 0.066 0.414
H 1.211536 2.661143 0.058137 -0.189 0.214 0.037 0.426
H -1.376380 -2.079376 3.891065 -0.805 0.379 0.601 0.473
H -0.138724 -2.236463 3.199738 0.041 1.208 0.177 0.503
O -0.652125 -1.497113 3.653746 0.737 -1.509 -0.494 -0.961
H -1.807408 -2.228624 -0.986206 0.267 0.217 0.177 0.507
H -2.332023 -1.319778 0.224993 0.377 -0.266 -0.402 0.499
O -2.562113 -1.722290 -0.636272 -0.338 -0.352 -0.157 -1.001
H -1.900651 -0.761072 -3.553652 0.600 -0.367 -1.236 0.494
H -0.910477 -1.508328 -4.614151 -0.500 0.869 0.415 0.496
O -1.626989 -1.600212 -3.964026 -0.017 -0.954 0.273 -0.968
H 0.749880 3.757502 2.719411 -0.564 0.141 -0.353 0.509
H -0.626894 4.599467 2.630991 1.731 -1.125 -1.057 0.473
O 0.077249 4.113344 2.091518 -1.107 0.799 1.268 -0.992
H 2.723303 2.009836 2.868567 -0.610 0.215 0.377 0.507
H 1.635622 1.721825 3.976045 0.356 0.545 -0.516 0.474
O 2.002598 2.429473 3.409703 0.086 -0.626 0.271 -1.001
H -1.741834 0.751962 -2.772926 0.619 1.304 -0.981 0.501
H -1.626188 1.872379 -3.815100 -0.055 0.233 -0.168 0.489
O -1.170712 1.069808 -3.560321 -0.685 -0.511 1.428 -1.007
H 2.030023 0.082583 -3.433410 -0.073 -0.008 0.083 0.496
H 0.452462 0.337182 -3.522148 0.892 -0.422 -0.141 0.498
O 1.169683 -0.345556 -3.533412 -0.773 0.326 -0.054 -1.021
H 3.644877 -0.170036 -1.673898 -0.478 0.423 0.381 0.482
H 4.410525 -0.725772 -2.769333 0.051 0.253 -0.594 0.471
O 3.883798 0.062830 -2.578626 0.379 -0.628 0.323 -0.947
H -4.966483 -0.786822 0.984334 -0.168 -0.576 0.095 0.475
H -3.554144 -0.227618 1.355483 0.315 -0.191 0.358 0.491
O -4.370553 -0.055919 0.884881 -0.312 1.120 -0.373 -0.977
H -2.840732 -0.398122 -1.564344 -0.946 0.908 0.448 0.509
H -3.584429 0.913976 -1.070661 0.044 -0.369 0.031 0.509
O -3.136062 0.536438 -1.838896 0.670 -0.771 -0.236 -1.030
H 0.035806 -3.478464 -1.856518 -0.212 1.145 -0.319 0.473
H -0.296673 -2.106786 -2.713277 0.239 -1.318 2.514 0.534
O -0.148855 -2.517311 -1.754515 -0.046 -0.162 -1.901 -1.013
H 3.684292 0.323766 1.589111 0.511 0.818 1.175 0.520
H 4.373063 0.822610 3.025881 0.337 -0.870 0.608 0.483
O 4.076919 1.064447 2.163875 -0.705 0.079 -1.728 -1.009
H 0.083353 -3.764822 1.386215 -0.482 -0.308 -0.646 0.492
H 1.310752 -2.946514 1.739690 0.267 0.147 -0.173 0.497
O 0.528955 -3.356406 2.115734 0.459 0.090 0.599 -0.950
```
Positions in Å, forces in eV/Å.

Molar mass (g mol⁻¹): 323.3
HOMO-LUMO gap (eV): 10.55
Total charge: 0
Energy (eV): -35850.8005

# 3
The following is a DFT calculation (ωB97M-V with the def2-TZVPD basis set) of a 14-piece molecular cluster, C3H33O14 overall in a non-equilibrium geometry.

Geometry as XYZ:
```
50
Properties=species:S:1:pos:R:3:forces:R:3:nbo_charge:R:1
C 2.212767 0.170607 -1.605473 1.069 0.534 0.986 -0.648
C 1.030096 -0.160970 -0.762215 -2.257 0.391 0.681 0.095
C 1.025253 0.440443 0.665732 1.228 -0.161 -0.690 -0.631
O -0.153247 0.296366 -1.382618 -0.218 0.153 -0.550 -1.034
H 3.044364 -0.384472 -1.193308 0.884 0.566 0.810 0.208
H 2.353871 1.293761 -1.628062 0.152 -1.391 -0.351 0.214
H 2.219111 -0.357540 -2.538257 -0.775 0.428 -1.088 0.204
H 0.881226 -1.242531 -0.731837 0.673 -0.368 0.577 0.135
H 0.111922 0.403174 1.199797 -1.207 -0.942 0.311 0.194
H 1.133198 1.497387 0.681323 0.437 1.274 -0.759 0.210
H 1.807420 0.123232 1.329171 0.458 -0.695 0.262 0.210
O -1.629793 -0.432171 3.411479 0.023 -0.595 0.469 -0.983
H -1.884646 0.303248 2.834741 -0.328 0.008 0.152 0.509
H -2.176393 -1.200165 3.214507 -0.022 0.411 -0.115 0.468
O 0.107791 2.372666 3.300603 0.070 1.470 0.091 -0.981
H -0.840298 2.267874 3.226262 -0.105 -0.347 -0.107 0.473
H 0.471212 1.499245 3.324203 0.471 -1.089 0.199 0.493
O 0.237565 1.148422 -3.899321 0.432 0.123 -1.814 -0.999
H 0.188750 0.824217 -2.988437 0.174 -0.276 0.960 0.504
H 1.090823 0.893039 -4.298226 -0.644 0.191 0.687 0.453
O -2.392341 0.098936 0.032053 -0.770 0.245 1.208 -1.044
H -2.990589 -0.097095 -0.693290 0.129 -0.179 -0.202 0.498
H -1.501107 0.222117 -0.347961 0.807 -0.101 -0.989 0.515
O 0.208786 -2.079580 -3.050532 0.790 -2.976 1.413 -0.966
H -0.060532 -1.440403 -2.420237 -0.677 1.550 1.238 0.501
H 0.175110 -1.672613 -3.862950 -0.025 1.604 -2.801 0.463
O 1.019275 -0.310148 4.138197 -0.666 -0.956 -0.043 -0.977
H 1.497819 -1.076475 3.802309 0.497 0.200 -0.115 0.471
H 0.102164 -0.664203 4.045401 0.326 0.859 0.045 0.499
O -2.328416 -0.541125 -2.846064 -2.319 -2.024 -3.360 -0.973
H -1.629900 -0.170294 -2.388999 2.868 1.373 1.730 0.489
H -1.905687 -0.899567 -3.680774 -0.939 0.753 1.613 0.470
O 0.608372 4.378668 0.963875 -1.247 0.180 2.417 -0.964
H 0.937267 3.934929 0.212744 0.197 -0.937 -1.312 0.467
H 0.066776 3.708393 1.476719 1.227 0.910 -0.978 0.494
O -1.024879 2.735487 -0.829116 1.597 0.852 0.204 -0.988
H -0.490803 1.976170 -1.145661 0.577 -0.184 0.107 0.498
H -1.844533 2.335375 -0.980896 -2.403 -0.491 -0.279 0.450
O 1.786791 -3.253840 0.965567 0.423 -0.228 1.063 -0.984
H 0.957006 -2.774341 0.942331 -0.404 0.163 -0.087 0.491
H 2.239544 -3.089904 0.145327 0.068 -0.126 -0.550 0.478
O -2.358471 1.850174 2.200260 -0.295 -0.192 0.950 -1.001
H -2.598416 2.769449 2.267897 -0.150 0.340 -0.411 0.494
H -2.329620 1.552154 1.290844 -0.132 0.043 -1.033 0.526
O -0.824080 -2.252559 1.196322 0.577 0.177 -0.407 -0.965
H -1.458420 -2.756431 1.695240 -0.374 -0.040 0.103 0.468
H -1.140862 -1.342881 1.085451 -0.284 -0.367 0.055 0.506
O 2.037173 -3.758446 -1.758633 0.823 -0.823 0.051 -0.966
H 1.695962 -2.918665 -2.054292 -0.596 0.449 -0.574 0.494
H 2.315620 -4.219113 -2.561198 -0.139 0.239 0.231 0.466
```
Positions in Å, forces in eV/Å.

Molar mass (g mol⁻¹): 293.3
HOMO-LUMO gap (eV): 8.74
Total charge: -1
Energy (eV): -32314.1491